1.
Density functional theory data (wB97M-V/def2-TZVPD) for a structure of composition C73H75GeN7O2SSr.

CARTESIAN COORDINATES (ANGSTROEM)
Sr: -0.74 -0.18 -0.86
C: -2.20 -0.05 -7.46
C: -2.70 -1.12 -6.48
C: -2.75 -0.61 -5.06
C: -3.80 -0.03 -4.42
C: -5.18 0.19 -4.97
C: -6.20 -0.82 -4.44
C: -3.30 0.38 -3.10
N: -2.00 0.02 -2.97
C: -1.62 -0.56 -4.14
C: -0.32 -1.00 -4.45
C: 0.86 -0.85 -3.71
C: 2.18 -1.35 -4.11
C: 2.48 -2.09 -5.38
C: 2.67 -1.15 -6.58
C: 3.04 -0.98 -3.12
C: 2.26 -0.24 -2.14
C: 2.77 0.40 -0.99
C: 2.08 1.28 -0.14
N: 0.75 1.54 -0.23
C: 0.48 2.55 0.63
C: -0.80 3.07 0.88
C: -2.03 2.72 0.30
N: -2.21 1.76 -0.64
C: -3.50 1.84 -1.05
C: -4.01 1.17 -2.17
C: -4.22 2.86 -0.29
C: -3.30 3.42 0.54
C: -3.48 4.57 1.50
C: -3.03 5.91 0.92
C: -5.67 3.21 -0.46
C: -5.92 4.25 -1.56
C: 1.73 3.00 1.27
C: 2.71 2.17 0.84
C: 4.15 2.13 1.25
C: 5.09 2.91 0.31
C: 1.86 4.23 2.11
C: 1.95 5.50 1.25
N: 0.97 -0.19 -2.53
C: 4.52 -1.22 -3.05
C: 5.35 0.00 -3.48
H: -2.09 -0.45 -8.48
H: -1.23 0.34 -7.14
H: -2.90 0.79 -7.50
H: -2.05 -1.99 -6.54
H: -3.70 -1.45 -6.78
H: -5.15 0.13 -6.06
H: -5.51 1.21 -4.72
H: -5.89 -1.84 -4.68
H: -7.20 -0.65 -4.87
H: -6.28 -0.76 -3.35
H: -0.21 -1.49 -5.42
H: 1.67 -2.79 -5.59
H: 3.39 -2.69 -5.25
H: 1.83 -0.45 -6.65
H: 2.73 -1.71 -7.52
H: 3.58 -0.56 -6.47
H: 3.83 0.26 -0.78
H: -0.84 3.88 1.62
H: -5.05 1.38 -2.43
H: -2.92 4.37 2.42
H: -4.54 4.63 1.79
H: -2.00 5.85 0.54
H: -3.08 6.71 1.67
H: -3.67 6.20 0.07
H: -6.06 3.59 0.49
H: -6.23 2.30 -0.68
H: -5.38 5.18 -1.34
H: -6.99 4.49 -1.65
H: -5.56 3.88 -2.53
H: 4.47 1.08 1.30
H: 4.24 2.53 2.27
H: 5.08 2.47 -0.69
H: 6.12 2.91 0.68
H: 4.76 3.95 0.21
H: 2.75 4.15 2.74
H: 1.01 4.33 2.78
H: 2.88 5.51 0.67
H: 1.93 6.41 1.87
H: 1.12 5.54 0.55
H: 4.78 -2.07 -3.68
H: 4.79 -1.49 -2.02
H: 5.06 0.32 -4.49
H: 6.42 -0.23 -3.48
H: 5.18 0.84 -2.80
S: -3.71 -4.55 -2.28
C: -4.98 -3.39 -2.03
C: -6.34 -3.50 -2.29
C: -7.16 -2.43 -1.97
C: -6.62 -1.27 -1.40
C: -5.26 -1.16 -1.15
C: -4.43 -2.24 -1.46
N: -3.05 -2.28 -1.22
C: -2.52 -3.41 -1.59
C: -1.07 -3.78 -1.46
C: -0.64 -5.06 -1.84
C: 0.71 -5.39 -1.74
C: 1.60 -4.43 -1.25
C: 1.13 -3.17 -0.88
C: -0.23 -2.77 -0.97
H: -6.75 -4.40 -2.74
H: -8.23 -2.49 -2.16
H: -7.28 -0.44 -1.14
H: -4.82 -0.27 -0.72
H: -1.34 -5.80 -2.22
H: 1.06 -6.37 -2.03
H: 2.65 -4.67 -1.18
H: 1.86 -2.46 -0.50
O: -0.50 -0.61 1.62
C: 0.34 -0.84 2.53
O: 1.43 -0.22 2.67
C: 0.08 -1.97 3.51
C: 1.06 -1.97 4.69
Ge: 2.73 -0.98 4.33
C: 3.79 -1.84 5.84
C: 4.53 -3.01 5.60
C: 5.12 -3.73 6.64
C: 4.99 -3.29 7.96
C: 4.25 -2.14 8.22
C: 3.66 -1.43 7.17
C: 3.94 -1.38 2.85
C: 5.29 -1.02 2.96
C: 6.17 -1.23 1.90
C: 5.72 -1.81 0.71
C: 4.38 -2.19 0.60
C: 3.50 -1.96 1.66
C: 2.82 0.89 4.94
C: 1.77 1.79 4.75
C: 1.84 3.09 5.25
C: 2.98 3.53 5.92
C: 4.05 2.65 6.09
C: 3.96 1.34 5.62
H: 0.19 -2.88 2.91
H: -0.96 -1.92 3.82
H: 1.35 -2.98 4.99
H: 0.64 -1.48 5.57
H: 4.64 -3.37 4.58
H: 5.69 -4.63 6.42
H: 5.45 -3.85 8.77
H: 4.13 -1.80 9.24
H: 3.08 -0.54 7.40
H: 5.66 -0.58 3.88
H: 7.21 -0.93 1.99
H: 6.40 -1.97 -0.11
H: 4.01 -2.64 -0.31
H: 2.45 -2.23 1.53
H: 0.89 1.48 4.19
H: 1.01 3.77 5.11
H: 3.05 4.54 6.29
H: 4.95 2.98 6.61
H: 4.79 0.66 5.80
N: -3.27 -1.09 2.11
C: -4.00 -2.13 2.56
C: -5.17 -1.61 3.05
C: -5.05 -0.22 2.83
N: -3.89 0.10 2.26
H: -2.30 -1.12 1.74
H: -3.63 -3.15 2.50
H: -6.00 -2.16 3.48
H: -5.76 0.57 3.07

Summary:
DFT total energy: -5866.5636 a.u.
ΔE to the lowest compared entry with this formula, charge and spin: 0.0 kcal/mol
Net charge: -2
HOMO-LUMO gap: 5.49 eV

---

2.
Density functional theory data (wB97M-V/def2-TZVPD) for a structure of composition C74H106N16O2Sr.

CARTESIAN COORDINATES (ANGSTROEM)
Sr: 0.37 -2.38 -0.71
C: -0.38 1.33 2.12
C: -0.89 0.74 0.76
C: -1.67 1.80 0.00
C: -0.82 2.85 -0.69
C: 0.06 2.11 -1.66
C: 1.00 1.09 -0.99
N: 0.19 0.17 -0.17
O: 1.10 -0.53 0.64
C: 2.15 1.82 -0.27
C: 1.67 0.21 -2.11
C: -1.78 -0.46 1.18
H: 0.25 2.24 1.99
H: 0.23 0.62 2.75
H: -1.29 1.53 2.70
H: -2.41 2.19 0.72
H: -2.22 1.25 -0.72
H: -0.26 3.49 0.07
H: -1.55 3.52 -1.14
H: 0.74 2.75 -2.13
H: -0.53 1.66 -2.46
H: 2.58 2.54 -0.94
H: 2.86 1.01 0.05
H: 1.87 2.46 0.59
H: 2.32 0.80 -2.82
H: 0.94 -0.36 -2.73
H: 2.38 -0.46 -1.68
H: -2.21 -0.85 0.26
H: -2.59 -0.06 1.78
H: -1.16 -1.13 1.74
C: -0.07 -5.46 -2.30
C: 0.08 -6.09 -0.78
C: 1.39 -6.95 -0.77
C: 1.96 -7.33 0.56
C: 2.07 -6.06 1.38
C: 0.73 -5.15 1.46
N: 0.32 -4.93 0.06
O: -0.84 -4.11 0.11
C: 1.20 -3.83 2.03
C: -0.30 -5.73 2.40
C: -1.19 -6.99 -0.46
H: 0.89 -5.02 -2.51
H: -0.91 -4.77 -2.35
H: -0.22 -6.22 -3.06
H: 2.12 -6.26 -1.15
H: 1.38 -7.70 -1.57
H: 3.02 -7.71 0.51
H: 1.39 -8.13 1.04
H: 2.81 -5.44 0.80
H: 2.47 -6.32 2.38
H: 1.84 -3.29 1.33
H: 1.64 -3.90 3.04
H: 0.34 -3.14 2.06
H: 0.08 -5.58 3.44
H: -0.40 -6.79 2.30
H: -1.25 -5.12 2.46
H: -0.93 -7.78 0.26
H: -1.51 -7.52 -1.32
H: -2.06 -6.44 -0.16
N: 0.84 3.53 4.36
C: 0.57 4.53 3.50
C: -0.33 5.35 4.13
C: -0.65 4.84 5.41
C: 0.07 3.64 5.49
H: 1.28 2.70 4.07
H: 0.95 4.62 2.50
H: -0.70 6.23 3.63
H: -1.40 5.21 6.10
H: 0.28 2.94 6.29
N: 2.63 3.82 -6.59
C: 2.02 4.15 -5.42
C: 2.53 3.39 -4.42
C: 3.54 2.60 -5.03
C: 3.58 2.92 -6.33
H: 2.32 4.17 -7.49
H: 1.19 4.80 -5.43
H: 2.30 3.61 -3.38
H: 4.31 2.09 -4.46
H: 4.29 2.66 -7.12
N: 4.37 -3.12 0.62
C: 3.69 -2.15 -0.07
C: 3.83 -2.37 -1.45
C: 4.47 -3.68 -1.56
C: 4.80 -4.05 -0.25
H: 4.56 -3.09 1.66
H: 3.32 -1.26 0.38
H: 3.49 -1.77 -2.28
H: 4.70 -4.22 -2.48
H: 5.11 -5.02 0.05
N: 2.72 -0.13 2.68
C: 3.36 -1.11 3.41
C: 4.35 -0.53 4.16
C: 4.37 0.91 3.81
C: 3.33 1.09 2.86
H: 1.94 -0.21 1.98
H: 3.10 -2.16 3.24
H: 5.02 -0.99 4.89
H: 5.02 1.66 4.23
H: 2.93 2.00 2.50
N: -5.82 -1.70 0.56
C: -5.63 -0.38 0.45
C: -6.08 -0.05 -0.83
C: -6.59 -1.23 -1.44
C: -6.37 -2.27 -0.55
H: -5.55 -2.21 1.40
H: -5.40 0.20 1.30
H: -6.19 0.92 -1.22
H: -6.95 -1.27 -2.45
H: -6.55 -3.34 -0.59
N: 4.81 3.53 0.67
C: 4.36 4.57 1.46
C: 4.11 5.67 0.61
C: 4.40 5.26 -0.67
C: 4.84 3.92 -0.64
H: 4.91 2.56 0.88
H: 4.22 4.45 2.49
H: 3.78 6.61 0.98
H: 4.32 5.86 -1.55
H: 5.14 3.24 -1.35
N: -3.80 -2.68 5.94
C: -4.63 -1.64 5.67
C: -3.86 -0.49 5.78
C: -2.57 -0.83 6.13
C: -2.57 -2.19 6.26
H: -4.04 -3.62 5.70
H: -5.67 -1.79 5.64
H: -4.27 0.51 5.74
H: -1.81 -0.16 6.53
H: -1.82 -2.98 6.46
N: -3.22 -3.97 1.52
C: -3.62 -3.38 2.74
C: -4.90 -3.75 3.08
C: -5.29 -4.57 2.01
C: -4.22 -4.75 1.11
H: -2.19 -3.95 1.10
H: -2.90 -2.83 3.35
H: -5.25 -3.62 4.03
H: -6.22 -5.04 1.75
H: -4.30 -5.33 0.25
N: 2.93 -0.87 -6.34
C: 3.88 -1.10 -5.40
C: 4.03 -2.49 -5.33
C: 3.18 -3.05 -6.34
C: 2.47 -2.04 -6.88
H: 2.52 0.00 -6.57
H: 4.16 -0.31 -4.71
H: 4.60 -2.95 -4.62
H: 3.15 -4.11 -6.55
H: 1.75 -2.00 -7.66
N: -3.06 3.19 3.87
C: -3.95 2.32 3.40
C: -5.14 3.00 3.22
C: -4.94 4.35 3.65
C: -3.65 4.42 4.03
H: -2.14 3.01 4.36
H: -3.63 1.30 3.33
H: -6.00 2.44 2.86
H: -5.69 5.15 3.78
H: -3.16 5.32 4.35
N: -3.73 7.00 -0.08
C: -4.27 7.56 -1.27
C: -5.17 6.64 -1.77
C: -5.14 5.49 -0.88
C: -4.20 5.74 0.07
H: -2.94 7.42 0.38
H: -4.07 8.57 -1.60
H: -5.78 6.95 -2.57
H: -5.80 4.65 -0.94
H: -3.82 5.17 0.87
N: -3.16 -1.65 -2.15
C: -2.85 -0.67 -3.05
C: -1.74 -1.08 -3.71
C: -1.47 -2.37 -3.32
C: -2.32 -2.69 -2.30
H: -3.98 -1.65 -1.51
H: -3.34 0.32 -3.04
H: -1.28 -0.44 -4.51
H: -0.71 -3.01 -3.83
H: -2.44 -3.52 -1.60
N: -2.59 4.68 -4.00
C: -3.41 4.31 -4.99
C: -2.82 3.43 -5.80
C: -1.42 3.33 -5.35
C: -1.34 4.13 -4.22
H: -2.89 5.21 -3.21
H: -4.45 4.58 -4.95
H: -3.26 2.88 -6.64
H: -0.70 2.60 -5.64
H: -0.51 4.24 -3.52
N: 7.88 1.43 0.49
C: 7.34 1.16 -0.75
C: 6.17 0.51 -0.58
C: 5.93 0.43 0.85
C: 7.05 0.94 1.46
H: 8.60 2.15 0.66
H: 7.87 1.53 -1.64
H: 5.48 0.18 -1.32
H: 5.14 -0.13 1.24
H: 7.20 1.32 2.49

Summary:
DFT total energy: -3940.4370 a.u.
Net charge: 0
HOMO-LUMO gap: 8.34 eV